[1]
ORCA calculation (ωB97M-V/def2-TZVPD) on a 2-piece molecular cluster, C22H32N3 overall.

Structure (ORCA input):
```
! RIJCOSX wB97M-V def2-TZVPD def2/J DEFGRID3
* xyz 1 1
C -5.651 -2.298 0.338
N -5.094 -1.378 1.281
C -5.740 -1.369 2.579
C -3.826 -0.889 1.124
C -3.487 0.304 1.799
C -2.230 0.853 1.625
C -1.220 0.206 0.864
C 0.013 0.928 0.627
C 1.275 0.407 1.034
C 2.438 1.025 0.539
C 3.642 0.361 0.577
C 3.801 -0.803 1.378
N 4.998 -1.457 1.435
C 5.322 -2.380 2.507
C 6.026 -1.336 0.419
C 2.663 -1.324 2.063
C 1.427 -0.747 1.853
C -1.532 -1.049 0.274
C -2.853 -1.494 0.285
H -5.525 -1.916 -0.677
H -5.190 -3.289 0.386
H -6.719 -2.396 0.542
H -5.407 -0.525 3.197
H -6.824 -1.294 2.414
H -5.526 -2.302 3.142
H -4.200 0.795 2.458
H -1.957 1.808 2.108
H -0.065 2.002 0.485
H 2.368 2.017 0.102
H 4.499 0.784 0.042
H 4.958 -1.980 3.466
H 4.859 -3.367 2.340
H 6.420 -2.480 2.518
H 5.882 -0.434 -0.193
H 7.006 -1.283 0.917
H 6.053 -2.229 -0.238
H 2.796 -2.151 2.763
H 0.547 -1.155 2.363
H -0.746 -1.651 -0.197
H -3.124 -2.382 -0.307
C -0.094 3.027 -4.003
C -1.311 2.251 -3.532
C -1.193 1.767 -2.071
N 0.099 1.357 -1.569
C 1.300 1.813 -2.266
C 1.209 2.270 -3.711
H -0.167 3.201 -5.075
H -0.061 4.005 -3.517
H -2.237 2.839 -3.605
H -1.435 1.389 -4.198
H -1.483 2.608 -1.434
H -1.904 0.967 -1.831
H 0.143 0.390 -1.320
H 1.648 2.670 -1.681
H 2.054 1.035 -2.109
H 1.252 1.408 -4.382
H 2.104 2.870 -3.928
*
```

Values from the calculation:
HOMO level = -10.293 eV

=====

[2]
ORCA calculation (ωB97M-V/def2-TZVPD) on C15H14AuI2N3O5S as an isolated structure.

Structure (ORCA input):
```
! RIJCOSX wB97M-V def2-TZVPD def2/J DEFGRID3
* xyz 0 3
Au -0.180 -0.111 -0.102
I 4.619 -4.234 3.726
C 3.974 -2.767 2.426
C 4.296 -2.865 1.071
C 3.833 -1.915 0.201
I 4.215 -2.048 -1.819
C 3.018 -0.801 0.658
O 2.590 0.068 -0.115
C 2.715 -0.750 2.084
C 1.835 0.364 2.562
N 0.441 0.116 2.182
C -0.479 1.177 2.572
C -0.445 2.324 1.588
C -0.537 3.654 1.960
C -0.538 4.628 0.973
C -0.445 4.252 -0.357
C -0.352 2.906 -0.658
N -0.347 1.982 0.300
C 3.192 -1.707 2.925
H 4.881 -3.700 0.713
H 2.153 1.304 2.104
H 1.924 0.464 3.651
H 0.113 -0.811 2.461
H -0.282 1.554 3.582
H -1.487 0.756 2.565
H -0.606 3.915 3.007
H -0.610 5.674 1.242
H -0.446 4.982 -1.153
H -0.295 2.538 -1.674
H 2.955 -1.671 3.981
O -2.612 -2.178 -2.283
C -2.118 -1.162 -1.939
N -1.654 -0.096 -1.622
C -0.988 -4.401 0.163
S 0.031 -3.125 0.828
O -0.718 -2.467 1.894
O 1.286 -3.711 1.231
O 0.210 -2.196 -0.347
H -1.181 -5.123 0.953
H -0.446 -4.864 -0.657
H -1.909 -3.949 -0.198
*
```

Values from the calculation:
<S²> = 2.04
HOMO level (alpha / beta) = -7.954 / -8.793 eV

=====

[3]
ORCA calculation (ωB97M-V/def2-TZVPD) on C3H6N2S as an isolated structure.

Structure (ORCA input):
```
! RIJCOSX wB97M-V def2-TZVPD def2/J DEFGRID3
* xyz 0 1
C -1.172 -0.235 -0.068
C -0.205 -1.431 -0.070
C 1.009 -0.378 0.088
H -0.079 2.355 1.153
H 1.438 2.100 -0.568
H -1.945 -0.278 -0.965
H -1.725 -0.219 0.904
H -0.139 -2.139 -0.960
H -0.094 -2.154 0.747
N 0.198 1.964 -0.194
N 0.062 0.566 -0.022
S 2.650 -0.150 -0.045
*
```

Values from the calculation:
HOMO level = -8.514 eV

=====

[4]
ORCA calculation (ωB97M-V/def2-TZVPD) on C4H4O3Sn as an isolated structure.

Structure (ORCA input):
```
! RIJCOSX wB97M-V def2-TZVPD def2/J DEFGRID3
* xyz 1 2
O 1.834 -0.370 -0.386
C 0.779 -0.771 0.266
O -0.076 0.315 -0.016
O 0.349 -1.881 0.435
Sn 1.470 1.484 0.039
C -0.820 -0.481 -2.238
C -0.217 -1.363 -3.006
C -1.315 -0.031 -0.948
H 0.662 -1.908 -2.638
H -0.177 -1.236 -4.091
H -1.872 0.911 -1.018
H -1.834 -0.809 -0.377
*
```

Values from the calculation:
<S²> = 0.76
HOMO level (alpha / beta) = -12.911 / -14.651 eV

=====

[5]
ORCA calculation (ωB97M-V/def2-TZVPD) on a 8-piece molecular cluster, C23H65N3O8 overall.

Structure (ORCA input):
```
! RIJCOSX wB97M-V def2-TZVPD def2/J DEFGRID3
* xyz 0 1
C -2.038 8.052 -5.343
O -2.245 7.829 -3.946
C -2.432 6.428 -3.688
C -2.486 6.153 -2.162
C -2.254 4.726 -1.747
N -3.705 6.616 -1.616
H -1.027 7.687 -5.521
H -1.973 9.095 -5.651
H -2.614 7.519 -6.099
H -3.342 6.016 -4.125
H -1.539 5.913 -4.042
H -1.734 6.840 -1.777
H -3.041 4.035 -2.050
H -2.095 4.584 -0.678
H -1.305 4.416 -2.184
H -3.846 7.578 -1.889
H -4.468 6.185 -2.118
C -0.172 -1.134 -1.382
O -0.053 -0.603 -0.134
C 0.699 -1.327 0.780
C 0.586 -0.713 2.213
C 1.778 -1.196 3.044
N -0.577 -1.236 2.933
H -0.619 -2.128 -1.376
H 0.835 -1.180 -1.796
H -0.753 -0.472 -2.024
H 0.413 -2.378 0.757
H 1.762 -1.281 0.541
H 0.520 0.375 2.227
H 1.865 -2.272 2.894
H 1.793 -0.922 4.099
H 2.665 -0.689 2.666
H -1.413 -0.952 2.442
H -0.487 -0.628 3.734
C 7.140 -3.571 0.013
O 6.538 -3.798 -1.285
C 5.744 -4.984 -1.233
C 4.924 -5.320 -2.439
C 4.013 -6.593 -2.334
N 5.801 -5.640 -3.601
H 7.691 -2.648 0.192
H 7.828 -4.396 0.202
H 6.296 -3.368 0.671
H 6.453 -5.795 -1.067
H 5.119 -5.003 -0.340
H 4.368 -4.385 -2.510
H 4.573 -7.395 -1.853
H 3.629 -6.944 -3.292
H 3.108 -6.483 -1.736
H 5.232 -5.962 -4.371
H 6.121 -4.790 -4.044
C -8.685 -2.768 6.662
C -7.245 -3.208 6.691
C -6.299 -2.218 7.220
O -7.173 -4.269 7.553
H -8.891 -1.870 6.079
H -9.034 -2.583 7.678
H -9.326 -3.634 6.500
H -6.999 -3.633 5.718
H -6.501 -1.240 6.784
H -5.258 -2.444 6.990
H -6.238 -2.216 8.308
H -6.338 -4.234 8.025
C 6.395 0.955 -5.458
C 7.404 0.074 -6.232
C 8.752 0.773 -6.480
O 7.765 -1.085 -5.487
H 5.529 0.419 -5.070
H 5.941 1.754 -6.045
H 6.927 1.402 -4.618
H 6.889 -0.140 -7.169
H 9.544 0.102 -6.812
H 9.219 1.124 -5.560
H 8.611 1.523 -7.259
H 7.654 -0.924 -4.547
C -7.395 -1.550 0.527
C -6.781 -1.899 -0.885
C -5.487 -2.821 -0.827
O -7.753 -2.732 -1.600
H -7.846 -2.266 1.215
H -8.162 -0.777 0.480
H -6.642 -1.065 1.147
H -6.537 -0.982 -1.420
H -4.677 -2.125 -0.608
H -5.166 -3.329 -1.737
H -5.508 -3.605 -0.070
H -8.053 -3.394 -0.973
C 3.760 4.910 1.851
O 3.700 6.283 2.105
H 3.621 4.360 2.782
H 2.977 4.649 1.139
H 4.720 4.619 1.426
H 4.230 6.425 2.893
C -0.924 3.549 6.882
O -1.463 2.257 6.804
H 0.010 3.355 7.409
H -0.734 4.046 5.931
H -1.412 4.287 7.519
H -2.397 2.286 6.584
*
```

Values from the calculation:
HOMO level = -9.286 eV
SMILES = COC[C@H](C)N.COC[C@H](C)N.COC[C@H](C)N.CC(C)O.CC(C)O.CC(C)O.CO.CO

=====

[6]
ORCA calculation (ωB97M-V/def2-TZVPD) on a 2-piece molecular cluster, C5H14N2 overall.

Structure (ORCA input):
```
! RIJCOSX wB97M-V def2-TZVPD def2/J DEFGRID3
* xyz 0 1
C 0.972 -2.264 -0.656
N 1.350 -1.281 -1.340
C 2.103 -0.239 -0.612
C 2.508 0.858 -1.572
H 1.115 -2.371 0.425
H 0.455 -3.082 -1.155
H 1.448 0.137 0.179
H 2.975 -0.694 -0.142
H 3.161 1.599 -1.114
H 3.052 0.406 -2.403
H 1.631 1.349 -1.992
C -2.749 0.694 0.065
C -2.234 0.737 1.487
N -0.913 0.093 1.584
H -2.800 -0.332 -0.299
H -3.732 1.158 -0.026
H -2.056 1.238 -0.578
H -2.186 1.771 1.835
H -2.934 0.229 2.156
H -0.206 0.706 1.965
H -0.961 -0.712 2.192
*
```

Values from the calculation:
HOMO level = -9.331 eV
SMILES = C=NCC.CCN

=====

[7]
ORCA calculation (ωB97M-V/def2-TZVPD) on an isolated ion of composition C12H20N3O5 and charge -1.

Structure (ORCA input):
```
! RIJCOSX wB97M-V def2-TZVPD def2/J DEFGRID3
* xyz -1 1
C 1.868 3.990 -1.323
N 2.344 2.701 -0.913
C 1.668 1.805 -0.178
O 0.661 2.168 0.420
C 2.247 0.391 0.170
C 3.311 0.485 1.292
C 4.629 1.262 0.842
O 5.471 1.599 1.675
O 4.850 1.570 -0.360
N 1.168 -0.481 0.543
C 0.178 -0.792 -0.283
O 0.450 -0.784 -1.442
C -1.266 -1.243 0.229
N -1.763 -1.969 -0.899
C -2.375 -3.224 -0.873
C -2.573 -3.988 -2.163
O -2.660 -3.735 0.244
C -2.257 -0.029 0.572
C -1.842 0.696 1.931
C -3.656 -0.591 0.819
H 2.156 4.228 -2.313
H 2.376 4.706 -0.718
H 0.787 3.986 -1.108
H 3.275 2.435 -1.196
H 2.769 -0.032 -0.723
H 2.870 0.990 2.188
H 3.525 -0.547 1.699
H 0.966 -0.407 1.521
H -1.061 -1.896 1.027
H -1.287 -1.655 -1.750
H -3.112 -3.474 -2.947
H -1.569 -4.147 -2.500
H -3.075 -5.044 -2.066
H -2.200 0.609 -0.361
H -1.677 -0.092 2.685
H -0.894 1.111 1.667
H -2.480 1.455 2.099
H -4.252 0.111 1.192
H -3.534 -1.396 1.451
H -4.036 -0.772 -0.147
*
```

Values from the calculation:
HOMO level = -4.479 eV
SMILES = CNC(=O)[C@@H](CC(=O)[O-])NC(=O)[C@H](NC(C)=O)C(C)C

=====

[8]
ORCA calculation (ωB97M-V/def2-TZVPD) on C34H90ClF3Li2N4O12 as an isolated structure.

Structure (ORCA input):
```
! RIJCOSX wB97M-V def2-TZVPD def2/J DEFGRID3
* xyz 0 1
Li 0.657 2.023 1.674
Li -1.530 0.325 -1.116
C 0.619 4.089 2.735
O 1.338 3.947 1.424
O -0.011 3.004 2.989
C 1.697 4.396 3.754
F 2.252 3.221 4.192
F 2.768 5.191 3.348
F 1.177 5.059 4.849
C 1.357 5.160 0.634
C 1.400 4.988 -0.908
H 0.419 4.833 -1.288
H 1.707 5.986 -1.178
H 2.027 4.261 -1.350
H 2.234 5.698 0.996
H 0.419 5.611 0.827
H 0.006 5.029 2.638
Cl 0.138 0.185 0.499
C -1.159 -0.691 5.340
C -1.811 -0.130 4.050
O -2.223 -1.164 3.102
H -0.466 -1.472 5.058
H -1.914 -1.103 5.995
H -0.609 0.070 5.904
H -1.033 0.389 3.427
H -2.644 0.568 4.209
H -2.530 -1.805 3.760
C 4.678 2.260 1.362
C 6.123 2.127 1.043
O 6.728 3.279 0.317
H 4.036 2.218 0.482
H 4.481 3.150 2.048
H 4.325 1.486 1.990
H 6.353 1.296 0.379
H 6.651 1.914 1.942
H 6.347 4.062 0.764
C -2.613 2.902 5.928
C -2.394 4.183 5.040
O -2.491 3.975 3.638
H -3.485 2.365 5.522
H -2.963 3.222 6.900
H -1.698 2.297 6.040
H -1.385 4.441 5.365
H -3.084 4.957 5.304
H -1.623 3.536 3.364
C -3.077 -3.475 -6.217
C -2.175 -2.785 -5.184
O -3.033 -2.479 -4.056
H -2.878 -3.290 -7.278
H -4.064 -3.137 -6.005
H -2.997 -4.561 -6.035
H -1.810 -1.892 -5.627
H -1.329 -3.423 -4.930
H -2.497 -2.661 -3.262
C -3.584 6.267 -5.082
C -2.395 6.110 -4.107
C -2.576 6.727 -2.735
O -2.111 4.693 -3.881
H -3.726 7.306 -5.115
H -4.535 5.904 -4.702
H -3.459 5.841 -6.104
H -1.494 6.580 -4.581
H -3.490 6.361 -2.214
H -2.791 7.757 -2.686
H -1.758 6.508 -2.034
H -2.710 4.321 -3.176
C -1.800 3.136 -7.090
C -1.759 2.017 -6.123
C -1.076 0.751 -6.693
O -0.955 2.399 -4.963
H -2.464 3.053 -7.927
H -0.843 3.364 -7.629
H -2.029 4.084 -6.601
H -2.770 1.775 -5.826
H -0.051 0.988 -6.876
H -1.594 0.526 -7.654
H -1.111 -0.098 -6.038
H -1.196 3.251 -4.656
C -4.991 -1.279 1.145
C -4.047 -0.576 0.093
C -3.805 0.880 0.528
O -3.120 1.639 -0.464
C -2.920 2.996 -0.059
N -2.791 -1.234 -0.110
H -5.364 -2.211 0.852
H -5.834 -0.654 1.375
H -4.438 -1.362 2.061
H -4.589 -0.587 -0.830
H -3.150 0.807 1.343
H -4.720 1.392 0.800
H -2.277 3.394 -0.845
H -2.311 3.039 0.851
H -3.888 3.593 0.109
H -2.877 -2.171 -0.439
H -2.263 -1.243 0.789
C 1.213 -0.438 -2.918
C -0.093 -1.159 -3.100
C -0.070 -2.255 -2.097
O -1.181 -3.126 -2.259
C -1.211 -4.098 -1.250
N -1.227 -0.269 -2.935
H 1.372 0.355 -3.671
H 2.088 -1.101 -3.051
H 1.371 -0.084 -1.921
H -0.236 -1.592 -4.099
H -0.059 -1.895 -1.050
H 0.840 -2.880 -2.123
H -1.934 -4.859 -1.482
H -1.558 -3.664 -0.256
H -0.230 -4.602 -1.147
H -2.077 -0.698 -3.283
H -1.024 0.538 -3.527
C 5.108 -5.030 -0.666
C 4.030 -4.617 0.264
C 4.337 -3.404 1.081
O 5.079 -3.861 2.162
C 5.479 -2.897 3.160
N 2.837 -4.311 -0.485
H 4.772 -5.850 -1.288
H 6.095 -5.214 -0.180
H 5.450 -4.171 -1.364
H 3.965 -5.436 1.015
H 3.473 -2.858 1.465
H 4.913 -2.735 0.378
H 6.071 -2.110 2.668
H 6.018 -3.433 3.968
H 4.567 -2.460 3.562
H 2.590 -4.963 -1.213
H 2.015 -4.220 0.139
C 1.883 -7.536 5.294
C 2.774 -6.876 4.244
C 2.115 -6.010 3.191
O 1.444 -4.961 3.867
C 0.715 -4.031 3.039
N 3.681 -5.980 4.980
H 2.622 -8.029 5.905
H 1.136 -8.244 4.905
H 1.296 -6.801 5.857
H 3.300 -7.606 3.678
H 1.481 -6.574 2.499
H 2.920 -5.502 2.660
H -0.035 -4.467 2.391
H 1.464 -3.548 2.436
H 0.193 -3.320 3.667
H 4.349 -5.521 4.362
H 3.134 -5.281 5.424
*
```

Values from the calculation:
HOMO level = -8.913 eV

=====

[9]
ORCA calculation (ωB97M-V/def2-TZVPD) on one molecule with the formula C5H7NO.

Structure (ORCA input):
```
! RIJCOSX wB97M-V def2-TZVPD def2/J DEFGRID3
* xyz 0 1
O 1.208 1.731 -1.233
C 0.797 1.068 -0.307
C 1.511 -0.094 0.341
C 0.570 -1.239 -0.040
C -0.771 -1.155 -0.063
C -1.495 0.131 0.226
N -0.496 1.221 0.248
H 1.709 0.178 1.403
H 2.508 -0.236 -0.089
H 1.035 -2.035 -0.614
H -1.395 -2.017 -0.326
H -2.092 0.076 1.151
H -2.245 0.325 -0.571
H -0.859 2.081 -0.125
*
```

Values from the calculation:
HOMO level = -9.176 eV
SMILES = O=C1CC=CCN1

=====

[10]
ORCA calculation (ωB97M-V/def2-TZVPD) on C14H15ClF5N2O4SSeV as an isolated structure.

Structure (ORCA input):
```
! RIJCOSX wB97M-V def2-TZVPD def2/J DEFGRID3
* xyz 0 3
V -0.479 0.469 -0.339
O 1.637 -2.467 -2.186
Cl 0.706 -1.863 -1.324
O -0.509 -1.460 -2.003
O 1.285 -0.556 -0.816
O 0.402 -2.661 -0.189
C 3.781 0.458 1.507
N 2.712 -0.387 1.996
C 2.835 -1.694 2.417
C 1.589 -2.151 2.681
N 0.729 -1.112 2.434
C 1.416 -0.041 2.011
S 0.780 1.485 1.538
H 4.723 -0.058 1.668
H 3.779 1.405 2.041
H 3.634 0.643 0.443
H 3.789 -2.185 2.469
H 1.245 -3.121 2.991
H -0.285 -1.162 2.369
F -5.034 3.845 3.486
C -4.429 2.798 2.933
C -4.743 1.507 3.342
F -5.657 1.317 4.293
C -4.103 0.421 2.764
F -4.431 -0.800 3.191
C -3.145 0.581 1.771
Se -2.269 -0.881 0.932
C -2.863 1.877 1.393
F -1.945 2.083 0.407
C -3.476 2.986 1.941
F -3.164 4.214 1.530
C -1.533 4.043 -2.076
C -0.373 3.107 -1.744
C 0.869 3.465 -2.557
C -0.755 1.644 -1.959
H -1.265 5.083 -1.886
H -2.416 3.807 -1.481
H -1.800 3.948 -3.131
H -0.120 3.269 -0.684
H 0.670 3.347 -3.625
H 1.709 2.817 -2.299
H 1.171 4.499 -2.381
H -0.121 1.146 -2.701
H -1.798 1.508 -2.265
*
```

Values from the calculation:
<S²> = 2.06
HOMO level (alpha / beta) = -8.309 / -8.429 eV

=====

| no. | E (eV) | F_max (eV Å⁻¹) |
| --- | --- | --- |
| 1 | -27795.6695 | 2.16 |
| 2 | -61217.4212 | 0.39 |
| 3 | -17018.7178 | 5.19 |
| 4 | -16174.5646 | 6.78 |
| 5 | -45749.0468 | 3.76 |
| 6 | -8391.1957 | 0.55 |
| 7 | -27478.4474 | 5.47 |
| 8 | -88333.8513 | 3.44 |
| 9 | -8835.3095 | 1.09 |
| 10 | -153903.2984 | 0.63 |